[1]
{
  "formula": "C4H7NO",
  "method": "ωB97M-V/def2-TZVPD",
  "species": ["O", "C", "N", "C", "C", "C", "H", "H", "H", "H", "H", "H", "H"],
  "xyz": [[2.7850, -1.5335, -0.2487], [1.8457, -0.8119, -0.5073], [1.0710, -0.1560, 0.3955], [-0.0409, 0.6401, -0.0157], [-1.2700, 0.5426, 0.8308], [-1.2664, -0.0558, -0.5446], [1.4897, -0.5889, -1.5339], [1.2754, -0.2500, 1.3805], [0.2102, 1.6066, -0.4523], [-1.2210, -0.1462, 1.6704], [-1.8332, 1.4496, 1.0183], [-1.8330, 0.4416, -1.3250], [-1.2221, -1.1383, -0.6247]],
  "mulliken_charge": [-0.564, 0.057, -0.193, -0.008, -0.666, -0.495, 0.305, 0.238, 0.311, 0.277, 0.238, 0.240, 0.259],
  "homo_lumo_gap_ev": 10.8,
  "relative_energy_kcal_mol": 29.3,
  "e_tot_ha": -286.58491
}

[2]
{
  "formula": "C4H7NO",
  "method": "ωB97M-V/def2-TZVPD",
  "species": ["C", "C", "C", "N", "C", "O", "H", "H", "H", "H", "H", "H", "H"],
  "xyz": [[1.5021, 0.5079, 0.2123], [0.3926, -0.1993, -0.5426], [-0.4564, -1.1322, 0.2906], [-1.5137, -0.2251, 0.7472], [-1.6657, 0.7129, -0.0981], [-0.7712, 0.9275, -1.0543], [1.4322, 1.5463, -0.0952], [1.4073, 0.4463, 1.3047], [2.4981, 0.1377, -0.0600], [0.6235, -0.4814, -1.5531], [-0.9013, -1.9535, -0.2949], [0.0255, -1.6028, 1.1650], [-2.5729, 1.3156, -0.0217]],
  "mulliken_charge": [-1.258, 0.371, -0.500, -0.537, 0.076, -0.476, 0.317, 0.320, 0.361, 0.366, 0.246, 0.319, 0.396],
  "homo_lumo_gap_ev": 10.4,
  "relative_energy_kcal_mol": 41.4,
  "e_tot_ha": -286.56569
}

[3]
{
  "formula": "C4H7NO",
  "method": "ωB97M-V/def2-TZVPD",
  "species": ["O", "C", "C", "N", "C", "C", "H", "H", "H", "H", "H", "H", "H"],
  "xyz": [[1.2480, -0.9124, 2.7750], [0.4803, -0.6114, 1.8787], [0.6937, -0.8784, 0.4810], [-0.2239, -0.4791, -0.3884], [-0.7244, -0.2700, -1.5520], [-1.4275, 0.3679, -0.4352], [-0.4765, -0.0793, 2.0949], [1.5575, -1.4145, 0.1075], [1.6039, 1.4243, -0.6435], [-0.4181, -0.3070, -2.5831], [1.3372, 1.6606, -1.3002], [-1.2606, 1.4188, -0.1797], [-2.3382, -0.0725, -0.0249]],
  "mulliken_charge": [-0.535, -0.182, -0.122, 0.021, -0.191, -0.543, 0.274, 0.382, -0.059, 0.333, 0.045, 0.292, 0.284],
  "homo_lumo_gap_ev": 8.4,
  "relative_energy_kcal_mol": 121.5,
  "e_tot_ha": -286.43802
}

[4]
{
  "formula": "C4H7NO",
  "method": "ωB97M-V/def2-TZVPD",
  "species": ["C", "C", "C", "C", "H", "H", "H", "H", "H", "H", "H", "N", "O"],
  "xyz": [[-2.2298, -0.4361, 0.0019], [-0.8135, 0.0773, -0.0881], [0.4930, -0.7049, -0.0609], [1.7847, -0.0131, -0.5726], [-2.2649, -1.2561, 0.7760], [-3.1030, 0.2532, 0.3032], [-2.5078, -0.9232, -1.0828], [0.5031, -1.7940, -0.1369], [1.6260, 0.9475, -1.1254], [2.4685, -0.7227, -1.0638], [1.0766, 0.6941, 1.1344], [1.5903, -0.1464, 0.8162], [-0.5422, 1.2859, -0.0250]],
  "mulliken_charge": [-1.023, 0.643, -0.205, -0.286, 0.283, 0.287, 0.245, 0.394, 0.233, 0.265, 0.346, -0.577, -0.604],
  "homo_lumo_gap_ev": 10.5,
  "relative_energy_kcal_mol": 62.1,
  "e_tot_ha": -286.53261
}

[5]
{
  "formula": "C4H7NO",
  "method": "ωB97M-V/def2-TZVPD",
  "species": ["C", "C", "O", "C", "N", "C", "H", "H", "H", "H", "H", "H", "H"],
  "xyz": [[0.6431, -0.8559, 0.1733], [-0.8819, -0.9286, 0.1452], [-1.4763, 0.0641, -0.6934], [-0.9843, 1.3126, -0.5027], [0.1643, 1.6433, -0.0992], [1.1588, 0.6015, 0.1106], [0.9869, -1.3456, 1.0916], [1.0537, -1.4307, -0.6630], [-1.2283, -1.8869, -0.2490], [-1.3029, -0.8021, 1.1514], [-1.7270, 2.0726, -0.7465], [1.7296, 0.8682, 1.0064], [1.8641, 0.6874, -0.7248]],
  "mulliken_charge": [-0.451, -0.458, -0.363, 0.083, -0.550, -0.349, 0.290, 0.281, 0.283, 0.302, 0.382, 0.322, 0.230],
  "homo_lumo_gap_ev": 10.7,
  "relative_energy_kcal_mol": 30.0,
  "e_tot_ha": -286.58380
}

[6]
{
  "formula": "C4H7NO",
  "method": "ωB97M-V/def2-TZVPD",
  "species": ["C", "N", "C", "C", "C", "O", "H", "H", "H", "H", "H", "H", "H"],
  "xyz": [[-1.4456, 1.3121, 0.1275], [2.1347, 1.1287, 0.9722], [1.7637, 0.1666, 0.4472], [1.2846, -1.0486, -0.2285], [-0.2704, -0.9342, -0.2560], [-0.4429, 0.4685, -0.3598], [-2.4464, 1.0184, -0.2002], [-1.2218, 2.2914, -0.3296], [-1.4463, 1.4987, 1.2180], [1.6524, -1.9177, 0.3304], [1.7429, -1.0639, -1.2278], [-0.6649, -1.4687, -1.1390], [-0.6399, -1.4513, 0.6457]],
  "mulliken_charge": [-0.715, -0.448, 0.309, -0.402, -0.423, -0.291, 0.314, 0.237, 0.286, 0.320, 0.226, 0.274, 0.313],
  "homo_lumo_gap_ev": 11.0,
  "relative_energy_kcal_mol": 49.4,
  "e_tot_ha": -286.55290
}

[7]
{
  "formula": "C4H7NO",
  "method": "ωB97M-V/def2-TZVPD",
  "species": ["C", "O", "C", "C", "N", "C", "H", "H", "H", "H", "H", "H", "H"],
  "xyz": [[-1.1482, -0.7905, 0.0187], [-0.0934, -1.4957, 0.6455], [1.2439, -0.5931, 0.2730], [0.6867, 0.7844, 0.3479], [-0.0873, 1.3994, -1.0028], [-0.7442, 0.7157, 0.0454], [-2.0937, -0.8016, 0.5832], [-1.3465, -1.1338, -1.0206], [2.2088, -0.7166, 0.8386], [1.3670, -1.0263, -0.7072], [1.0944, 1.4858, 1.0798], [0.2903, 0.7820, -1.7107], [-1.3778, 1.3901, 0.6092]],
  "mulliken_charge": [-0.453, -0.450, -0.486, -0.268, -0.609, 0.130, 0.303, 0.253, 0.314, 0.240, 0.359, 0.290, 0.377],
  "homo_lumo_gap_ev": 10.7,
  "relative_energy_kcal_mol": 83.5,
  "e_tot_ha": -286.49855
}

[8]
{
  "formula": "C4H7NO",
  "method": "ωB97M-V/def2-TZVPD",
  "species": ["O", "C", "C", "C", "C", "N", "H", "H", "H", "H", "H", "H", "H"],
  "xyz": [[1.4246, 0.8831, 0.8760], [1.6600, 0.4037, -0.3581], [-0.1628, -0.7814, -0.8082], [-0.9956, -0.5486, 0.4382], [-1.4295, 0.8517, 0.5394], [-1.7307, 1.9678, 0.5969], [1.0358, 1.7675, 0.7962], [2.2202, -0.5311, -0.2584], [0.7182, 0.2596, -1.1039], [0.2664, -1.7821, -0.8421], [-0.7357, -0.5937, -1.7229], [-0.4183, -0.7756, 1.3404], [-1.8878, -1.1862, 0.4456]],
  "mulliken_charge": [-0.421, -0.439, -0.968, -0.220, 0.249, -0.462, 0.344, 0.184, 0.438, 0.350, 0.359, 0.245, 0.341],
  "homo_lumo_gap_ev": 9.1,
  "relative_energy_kcal_mol": 110.4,
  "e_tot_ha": -286.45565
}